# 1
# C4H3IN2

2 unconnected molecules or ions with the total composition C4H3IN2 (ωB97M-V with the def2-TZVPD basis set, the OMol25 dataset).

Multiplicity: 1
Orbital gap: 8.80 eV
Net charge: 0

Last column: Mulliken charge in e.
Positions of all 10 atoms, in Å:
1 C -2.13539 2.47709 0.05232  0.258
2 C 1.41942 -2.16168 0.28881  -0.313
3 C 1.62860 -1.00215 0.54388  -0.382
4 C -1.62199 0.03089 -0.17593  -0.106
5 N -2.80458 3.37541 0.19800  -0.301
6 N -1.40401 1.34533 -0.15378  -0.170
7 I -3.61267 -0.43828 0.08201  0.032
8 H 1.48668 -3.24110 0.29949  0.349
9 H -0.47040 1.57878 -0.52426  0.277
10 H 1.61875 0.05375 0.77013  0.356

Forces on atoms 1 to 2 (eV/Å):
0.455 -2.459 -0.330
0.903 -0.022 0.737

***

# 2
# C4H3IN2OS

2 unconnected molecules or ions with the total composition C4H3IN2OS (ωB97M-V with the def2-TZVPD basis set, the OMol25 dataset).

Multiplicity: 1
Orbital gap (spin up / spin down): 6.75 / 6.75 eV
Net charge: 0

Last column: Mulliken charge in e.
Positions of all 12 atoms, in Å:
1 C -0.27812 0.80076 0.95842  -0.518
2 C 0.80786 0.27516 0.28033  -0.195
3 C -1.35228 -0.86926 -0.07120  0.389
4 C -3.71208 -0.07522 -1.00065  0.327
5 N -1.46259 0.13671 0.77181  -0.371
6 N -2.46242 -1.54024 -0.42611  -0.447
7 O -3.28745 0.75003 -1.69352  -0.285
8 S 0.37152 -0.99500 -0.78429  -0.154
9 I -5.34656 -0.02550 0.25266  0.208
10 H -0.14147 1.47727 1.79965  0.342
11 H 1.80763 0.42354 0.36137  0.471
12 H -2.38876 -2.26879 -1.08648  0.234

Forces on atoms 1 to 2 (eV/Å):
1.438 -1.409 -0.032
-3.242 -0.205 -0.181

***

# 3
# C4H3IrN2O3S4

A molecular structure, C4H3IrN2O3S4 (ωB97M-V with the def2-TZVPD basis set, the OMol25 dataset).

Multiplicity: 6
Orbital gap (spin up / spin down): 8.38 / 6.25 eV
Net charge: +1

Last column: Mulliken charge in e.
Positions of all 17 atoms, in Å:
1 Ir -0.84610 0.44604 -0.58270  1.199
2 O 0.52199 -4.99802 3.17160  -0.369
3 C 0.27689 -4.03652 2.53290  0.539
4 S 0.55239 -2.35389 3.10294  -0.031
5 C -0.02531 -1.59267 1.68882  0.316
6 C -0.46800 -2.41624 0.63567  0.246
7 S -1.11593 -1.83509 -0.85703  -0.189
8 S -0.38431 -4.09842 0.85601  -0.018
9 S -0.03570 0.11920 1.64921  -0.378
10 N -0.89786 2.66652 -0.99420  -0.612
11 N 0.39569 3.02674 -1.42611  -0.145
12 C 1.22944 2.02252 -1.92756  0.628
13 O 2.20322 2.26777 -2.56446  -0.492
14 O 0.81928 0.78137 -1.59369  -0.638
15 H -1.60872 2.90367 -1.68466  0.332
16 H -1.11041 3.16864 -0.13554  0.340
17 H 0.49344 3.92838 -1.87120  0.272

Forces on atoms 1 to 2 (eV/Å):
-0.176 -0.646 -0.252
-0.036 0.012 -0.014

***

# 4
# C4H3KO6

A molecular structure, C4H3KO6 (ωB97M-V with the def2-TZVPD basis set, the OMol25 dataset).

Multiplicity: 1
Orbital gap: 7.23 eV
Net charge: 0

Last column: Mulliken charge in e.
Positions of all 14 atoms, in Å:
1 O 3.07257 -1.10458 -2.51759  -0.152
2 C 2.16973 -2.01575 -2.74617  -0.421
3 O 1.68819 -3.71131 -4.39442  -0.300
4 C 1.00704 -3.05511 -5.37864  0.900
5 C 2.70358 -2.99506 -3.72743  -0.180
6 O 1.33969 -1.88032 -5.65922  -0.845
7 O 0.10923 -3.72157 -5.93804  -0.854
8 H 3.41718 -2.54713 -4.43726  0.277
9 H 3.27400 -3.73442 -3.13837  0.292
10 K -0.56111 -1.90753 -7.64824  0.991
11 O 3.99735 0.18695 -0.92717  -0.498
12 C 2.93823 -0.53904 -1.16804  0.796
13 O 2.33121 -1.23618 -0.39440  -0.374
14 H 4.80133 -0.30056 -1.16192  0.367

Forces on atoms 1 to 2 (eV/Å):
0.273 0.798 0.473
-0.984 -0.553 -0.569

***

# 5
# C4H3LiO2Tl

A molecular structure, C4H3LiO2Tl (ωB97M-V with the def2-TZVPD basis set, the OMol25 dataset).

Multiplicity: 1
Orbital gap (spin up / spin down): 6.89 / 4.19 eV
Net charge: +3

Last column: Mulliken charge in e.
Positions of all 11 atoms, in Å:
1 H 2.37830 3.95686 -1.33171  0.002
2 C -1.47461 -1.16114 -0.17092  0.516
3 C -0.55974 -0.67653 0.87587  -0.071
4 C 0.65661 -0.27498 0.52784  -0.544
5 C 1.59292 0.43414 -0.00870  0.831
6 O 2.55710 0.88806 -0.49699  -0.372
7 O -2.53052 -1.72997 0.07822  -0.237
8 Tl -3.93397 -2.19827 1.18597  1.204
9 H -1.15702 -1.04725 -1.22048  0.445
10 H -0.90309 -0.72915 1.91582  0.279
11 Li 3.37401 2.53821 -1.35491  0.947

Forces on atoms 1 to 2 (eV/Å):
-0.522 0.826 -0.007
3.252 1.414 0.450

***

# 6
# C4H3LiO6Tb

A molecular structure, C4H3LiO6Tb (ωB97M-V with the def2-TZVPD basis set, the OMol25 dataset).

Multiplicity: 7
Orbital gap (spin up / spin down): 6.34 / 6.02 eV
Net charge: +1

Last column: Mulliken charge in e.
Positions of all 15 atoms, in Å:
1 O 3.80187 -0.96984 0.59809  -0.882
2 C 2.80106 -0.21436 0.35998  1.394
3 O 3.01469 0.97659 -0.03568  -0.873
4 O 1.60805 -0.70758 0.49159  -0.195
5 C 0.50846 0.11134 0.90096  -0.514
6 O -1.68097 0.60335 0.24530  -0.228
7 C -2.71837 0.43847 -0.61508  0.971
8 C -0.70506 -0.38602 0.37559  -0.246
9 O -2.85608 -0.63755 -1.23812  -0.845
10 O -3.54061 1.38313 -0.64770  -0.834
11 Tb 5.56790 0.62015 0.01109  1.450
12 Li -4.52387 0.25397 -1.96388  0.891
13 H 0.68468 1.19046 0.85464  0.314
14 H -0.64729 -1.03885 -0.50680  0.359
15 H -1.31446 -1.62326 1.17003  0.236

Forces on atoms 1 to 2 (eV/Å):
1.041 0.222 -0.291
1.420 0.959 -0.314

***

| no. | largest force on an atom (eV/A) |
| --- | --- |
| 1 | 2.5 |
| 2 | 3.3 |
| 3 | 0.7 |
| 4 | 5.6 |
| 5 | 7.2 |
| 6 | 4.7 |